Entry 1:
# C12H25ClNO2P2Zr

A molecular structure, C12H25ClNO2P2Zr (ωB97M-V/def2-TZVPD, the Open Molecules 2025 dataset).

HOMO level: -19.3232 eV
Relative energy (zero: lowest compared OMol25 entry of this formula, charge and spin): 0.552 eV

Structure (ORCA input):
```
! RIJCOSX wB97M-V def2-TZVPD def2/J DEFGRID3
* xyz 3 1
Zr -0.345 0.297 0.811
P 2.041 1.127 0.560
C 2.792 -0.560 0.487
C 1.900 -1.692 0.029
N 0.543 -1.556 0.079
C -0.267 -2.617 -0.210
C 0.275 -3.827 -0.591
C 1.651 -3.975 -0.677
C 2.460 -2.893 -0.362
C -1.764 -2.490 -0.031
P -2.474 -0.782 -0.084
H 3.546 -2.961 -0.397
H -0.412 -4.642 -0.813
H 2.085 -4.925 -0.979
H -2.281 -3.052 -0.825
H -2.077 -2.945 0.928
H 3.612 -0.472 -0.152
H 3.188 -0.786 1.495
H 0.676 1.801 -4.095
O 1.522 2.135 -3.889
H 2.134 1.656 -4.474
H -2.907 4.568 1.341
O -1.853 3.123 0.937
H -1.275 3.606 0.319
C -3.032 -0.654 -1.804
H -3.764 -1.443 -2.024
H -3.496 0.332 -1.942
H -2.179 -0.739 -2.490
C -4.013 -0.949 0.855
H -4.382 0.061 1.082
H -4.767 -1.489 0.265
H -3.828 -1.475 1.800
C 2.846 1.866 2.006
H 3.829 1.408 2.186
H 2.965 2.940 1.813
H 2.211 1.729 2.891
C 2.806 1.965 -0.842
H 2.979 3.008 -0.540
H 3.768 1.485 -1.074
H 2.172 1.949 -1.741
Cl -0.395 -0.235 3.062
C -2.245 4.007 1.964
H -2.794 3.460 2.733
H -1.452 4.637 2.393
*
```


Entry 2:
# C12H25N5O3

C12H25N5O3 in the gas phase (ωB97M-V/def2-TZVPD, the Open Molecules 2025 dataset).

HOMO level: -8.9088 eV
Relative energy (zero: lowest compared OMol25 entry of this formula, charge and spin): 1.121 eV
SMILES: [H]/N=C(\N)NCCC[C@H](NC(=O)[C@@H](N)[C@@H](C)CC)C(=O)O

Structure (ORCA input):
```
! RIJCOSX wB97M-V def2-TZVPD def2/J DEFGRID3
* xyz 0 1
C 0.982 -2.040 0.377
C 2.000 -1.045 -0.221
C -0.191 -1.367 1.114
C -1.175 -2.473 1.641
C 0.330 -0.402 2.227
C 0.473 -1.135 3.576
C 0.575 -0.610 -2.281
C 1.207 -1.479 -3.392
C -0.164 0.576 -2.953
C -1.107 1.299 -1.988
C -0.534 1.952 -0.766
C -1.274 3.715 0.687
H 1.890 -3.821 0.844
H 2.589 -2.571 1.580
H 0.604 -2.717 -0.365
H -0.743 -0.784 0.370
H -1.450 -3.092 0.797
H -2.074 -2.058 2.158
H -0.669 -3.138 2.299
H 1.306 -0.069 1.853
H -0.416 0.430 2.349
H 1.014 -0.464 4.293
H -0.485 -1.382 3.966
H 1.044 -2.021 3.455
H 2.308 0.340 -1.677
H -0.167 -1.270 -1.744
H 0.532 1.232 -3.457
H -0.813 0.105 -3.737
H -1.709 2.051 -2.503
H -1.838 0.604 -1.572
H 0.119 2.801 -1.020
H 0.043 1.268 -0.110
H -2.527 2.340 -0.283
H -0.129 4.982 1.344
H -3.128 4.714 0.953
H -1.983 4.938 2.179
H 0.693 -2.681 -4.742
N 1.634 -2.985 1.350
N 1.596 -0.280 -1.279
N -1.579 2.595 -0.025
N -0.073 4.177 0.748
N -2.350 4.281 1.478
O 3.071 -0.854 0.268
O 2.317 -1.397 -3.825
O 0.251 -2.266 -3.966
*
```


Entry 3:
# C12H26B3NO10

A molecular structure, C12H26B3NO10 (ωB97M-V/def2-TZVPD, the Open Molecules 2025 dataset).

HOMO level: -9.6982 eV

Structure (ORCA input):
```
! RIJCOSX wB97M-V def2-TZVPD def2/J DEFGRID3
* xyz 0 1
C -1.292 -0.179 -1.498
O -1.351 -0.810 -0.228
C -0.514 -0.224 0.759
B 0.708 -1.143 1.166
O 1.663 -1.579 0.251
B 2.902 -1.092 0.677
C 3.805 -0.175 -0.209
O 3.251 -1.406 2.001
B 2.210 -0.977 2.817
C 2.405 0.104 3.945
C 3.023 1.353 3.355
C 2.168 2.142 2.414
N 4.202 1.759 3.601
O 0.952 -1.499 2.497
H -1.023 0.876 -1.426
H -2.281 -0.236 -1.948
H -0.558 -0.678 -2.132
H -1.119 -0.044 1.652
H -0.128 0.755 0.456
H 3.246 0.747 -0.391
H 4.681 0.112 0.370
H 4.088 -0.627 -1.154
H 1.409 0.378 4.297
H 3.014 -0.237 4.778
H 2.782 2.812 1.818
H 1.432 2.753 2.935
H 1.644 1.490 1.713
H 4.670 1.131 4.251
C -2.884 -3.295 0.216
O -4.265 -3.638 0.021
C -4.496 -4.388 -1.049
O -3.672 -4.784 -1.830
O -5.807 -4.631 -1.113
C -6.198 -5.435 -2.226
H -2.838 -2.685 1.111
H -2.290 -4.197 0.361
H -2.509 -2.730 -0.623
H -5.723 -6.413 -2.181
H -5.947 -4.942 -3.164
H -7.275 -5.551 -2.155
C 1.664 2.924 -3.847
O 0.997 2.780 -2.590
C 0.660 3.933 -2.013
O 0.865 5.031 -2.452
O 0.054 3.651 -0.859
C -0.370 4.802 -0.122
H 1.876 1.919 -4.196
H 1.023 3.432 -4.565
H 2.596 3.472 -3.726
H -1.094 5.378 -0.694
H 0.483 5.424 0.143
H -0.839 4.436 0.787
*
```


Entry 4:
# C12H26BN2NdO2P2

A molecular structure, C12H26BN2NdO2P2 (ωB97M-V/def2-TZVPD, the Open Molecules 2025 dataset).

HOMO level (spin up / spin down): -14.5421 / -14.5511 eV
Relative energy (zero: lowest compared OMol25 entry of this formula, charge and spin): 0.000 eV

Structure (ORCA input):
```
! RIJCOSX wB97M-V def2-TZVPD def2/J DEFGRID3
* xyz 2 4
Nd 0.326 -1.266 -0.199
P -2.192 -0.888 1.362
C -2.869 -0.190 -0.259
C -2.025 0.895 -0.952
N -0.656 0.899 -0.797
C 0.008 2.035 -1.202
C -0.646 3.112 -1.814
C -2.006 3.044 -2.057
C -2.702 1.926 -1.616
C 1.486 2.212 -0.903
P 2.460 0.649 -0.519
H -3.791 1.900 -1.635
H -0.074 4.017 -2.069
H -2.532 3.854 -2.579
H 1.963 2.639 -1.818
H 1.606 2.998 -0.107
H -3.127 -1.030 -0.970
H -3.819 0.275 0.065
H 0.707 -3.322 -2.912
O 0.075 -2.603 -2.729
H -0.788 -2.878 -3.098
H 3.265 -3.217 -1.106
O 3.038 -3.001 -2.045
H 3.696 -3.476 -2.607
C 2.946 0.472 -2.288
H 3.548 1.359 -2.495
H 3.533 -0.455 -2.411
H 2.069 0.481 -2.945
C 3.965 1.496 0.141
H 4.710 0.706 0.380
H 4.377 2.134 -0.635
H 3.768 2.111 1.031
C -3.108 0.286 2.486
H -4.181 0.116 2.347
H -2.845 0.017 3.531
H -2.889 1.348 2.288
C -3.420 -2.272 1.459
H -3.157 -2.852 2.369
H -4.420 -1.833 1.565
H -3.363 -2.898 0.548
B 1.230 -1.480 4.702
C 1.085 -1.439 3.177
N 0.949 -1.364 2.001
H 2.387 -1.419 5.019
H 0.790 -2.530 5.110
H 0.622 -0.568 5.184
*
```


Entry 5:
# C12H26BN2O2P2Tc

A molecular structure, C12H26BN2O2P2Tc (ωB97M-V/def2-TZVPD, the Open Molecules 2025 dataset).

HOMO level (spin up / spin down): -19.0570 / -19.0555 eV
Relative energy (zero: lowest compared OMol25 entry of this formula, charge and spin): 0.000 eV

Structure (ORCA input):
```
! RIJCOSX wB97M-V def2-TZVPD def2/J DEFGRID3
* xyz 3 4
Tc 0.000 -0.291 -0.029
P -2.222 0.053 -0.137
C -2.426 -0.206 -1.959
C -1.294 0.466 -2.695
N -0.140 0.597 -2.006
C 0.908 1.227 -2.584
C 0.844 1.648 -3.902
C -0.320 1.474 -4.644
C -1.409 0.890 -4.007
C 2.186 1.358 -1.789
P 2.161 0.190 -0.359
H -2.360 0.649 -4.484
H 1.768 2.101 -4.272
H -0.354 1.747 -5.694
H 3.045 1.113 -2.431
H 2.361 2.381 -1.414
H -2.430 -1.299 -2.154
H -3.384 0.238 -2.255
H 0.452 -4.715 -1.018
O -0.123 -4.360 -1.734
H -0.246 -5.154 -2.307
H 2.752 -3.699 1.384
O 2.972 -4.327 0.663
H 3.679 -4.874 1.056
C 2.893 -1.312 -1.100
H 3.858 -1.072 -1.568
H 3.023 -2.078 -0.320
H 2.198 -1.735 -1.844
C 3.388 0.855 0.799
H 3.500 0.135 1.624
H 4.359 0.994 0.293
H 3.016 1.806 1.208
C -2.985 1.685 0.188
H -4.006 1.708 -0.232
H -3.019 1.860 1.276
H -2.371 2.482 -0.259
C -3.357 -1.167 0.584
H -3.304 -1.077 1.680
H -4.385 -0.976 0.235
H -3.011 -2.174 0.305
B -0.541 1.217 4.179
C -0.185 0.884 2.752
N 0.020 0.524 1.646
H 0.472 1.191 4.833
H -1.286 0.305 4.469
H -1.093 2.291 4.191
*
```


Entry 6:
# C12H26Br6N2O2

5 unconnected molecules or ions with the total composition C12H26Br6N2O2 (ωB97M-V/def2-TZVPD, the Open Molecules 2025 dataset).

HOMO level: -9.5190 eV
Relative energy (zero: lowest compared OMol25 entry of this formula, charge and spin): 0.312 eV
SMILES: CN(C)C=O.CN(C)C=O.BrCCBr.BrCCBr.BrCCBr

Structure (ORCA input):
```
! RIJCOSX wB97M-V def2-TZVPD def2/J DEFGRID3
* xyz 0 1
Br 28.440 3.846 -3.684
C 27.309 3.631 -2.105
C 26.015 2.959 -2.544
Br 24.851 2.803 -0.984
H 27.117 4.619 -1.703
H 27.845 3.067 -1.356
H 26.192 1.930 -2.836
H 25.536 3.491 -3.354
Br 21.425 5.817 2.513
C 23.019 4.780 2.820
C 24.099 5.564 3.502
Br 23.596 6.190 5.241
H 23.389 4.493 1.836
H 22.852 3.861 3.375
H 24.435 6.397 2.892
H 24.937 4.883 3.632
Br 31.491 2.215 7.494
C 30.746 0.827 6.402
C 31.584 0.567 5.183
Br 31.102 1.746 3.694
H 29.712 1.022 6.146
H 30.729 -0.091 6.993
H 31.517 -0.440 4.792
H 32.617 0.826 5.376
C 28.443 4.718 1.602
O 27.498 4.329 0.960
N 28.518 4.814 2.932
C 29.754 5.272 3.554
C 27.337 4.611 3.764
H 29.364 5.071 1.101
H 30.470 4.454 3.633
H 29.587 5.739 4.522
H 30.202 6.079 2.966
H 27.645 4.153 4.706
H 26.917 5.584 4.050
H 26.609 3.999 3.263
C 25.012 1.488 2.683
O 24.460 1.882 3.694
N 26.086 0.667 2.652
C 26.681 0.219 1.411
C 26.676 0.209 3.887
H 24.737 1.817 1.666
H 27.633 0.718 1.222
H 25.988 0.400 0.592
H 26.862 -0.856 1.476
H 27.111 -0.784 3.757
H 27.530 0.845 4.161
H 25.941 0.230 4.683
*
```